1.
DFT (wB97M-V/def2-TZVPD) results for C7H9Cl2NO4PrRu as an isolated structure in a non-equilibrium geometry.

Values from the calculation:
Total energy   -2158.2714 a.u.
Kohn-Sham gap (alpha / beta)   5.76 / 5.08 eV
Molecular weight   484.04 g/mol
Highest occupied orbital energy (alpha / beta)   -21.2094 / -23.8043 eV
Spin multiplicity   8
LUMO (alpha / beta)   -15.45 / -18.73 eV
Net charge   +4

Last column: Mulliken charge in e.
Cartesian coordinates (Å):
Ru1 -1.17777 1.79244 -5.19236  0.770
Pr1 -0.23382 -1.38797 -1.44964  1.560
Cl1 -0.07189 2.86757 -3.56274  -0.180
Cl2 1.53104 -2.46646 -2.79382  -0.157
C1 -1.64953 -3.22351 -0.91668  0.182
C2 -2.75587 2.62875 -4.81481  0.464
C3 -1.82173 0.17495 -5.44987  0.254
O1 -2.26773 -4.17898 -0.69578  0.077
O2 -3.75346 3.15999 -4.50646  -0.076
O3 -2.30975 -0.90193 -5.51395  -0.181
C4 1.36584 0.33127 3.76169  -0.694
N1 1.43520 0.18550 2.30619  0.086
C5 2.73179 0.22269 1.61590  -0.576
C6 0.37898 -0.07116 1.56132  0.877
C7 -1.03711 -0.13997 2.06067  -1.179
O4 0.62679 -0.31667 0.31792  -0.583
H1 2.37721 0.49856 4.11331  0.282
H2 0.95027 -0.58592 4.22732  0.442
H3 0.71731 1.18037 4.03560  0.428
H4 2.92801 -0.72052 1.09329  0.359
H5 2.75096 1.03624 0.88021  0.347
H6 3.48924 0.39341 2.37442  0.323
H7 -1.65337 0.64469 1.57375  0.384
H8 -1.48461 -1.13037 1.82257  0.390
H9 -1.06599 0.00704 3.15193  0.401

Force components x, y, z for each atom (eV/Å):
6.97 4.60 -0.78
2.24 1.09 -2.71
-0.03 -0.61 0.01
-0.99 0.55 0.88
-4.88 -7.46 1.78
-9.99 6.08 2.44
-3.86 -11.93 -1.12
3.11 4.88 -1.12
4.84 -2.85 -1.46
1.89 5.01 0.30
0.61 0.03 -0.58
3.12 0.46 1.99
0.33 0.30 1.19
-3.32 -1.28 -3.88
0.37 0.14 0.57
-0.31 0.74 2.75
-0.01 0.03 0.21
-0.12 0.11 -0.14
-0.18 -0.03 -0.04
-0.14 -0.04 -0.03
-0.13 0.02 -0.08
0.13 0.02 -0.12
0.35 -0.25 0.24
0.32 0.48 0.18
-0.34 -0.09 -0.49

***

2.
DFT (wB97M-V/def2-TZVPD) results for a 2-piece molecular cluster, C7H9Cl2NSi overall in a non-equilibrium geometry.

Values from the calculation:
Total energy   -1536.8041 a.u.
Kohn-Sham gap   9.04 eV
Molecular weight   206.15 g/mol
Highest occupied orbital energy   -9.0472 eV
LUMO   -0.01 eV
SMILES   C/N=[Si](\Cl)c1ccccc1.Cl
Net charge   0

Last column: natural (NBO) charge in e.
Cartesian coordinates (Å):
C1 -0.54915 3.31636 -1.21132  -0.416
N1 -0.47718 1.97608 -0.66655  -1.133
Si1 0.63744 0.83142 -0.91087  1.725
Cl1 2.20194 0.85281 -2.21019  -0.371
C2 0.62224 -0.77645 0.03275  -0.467
C3 1.64806 -1.70209 -0.13641  -0.204
C4 1.64366 -2.90101 0.55559  -0.218
C5 0.60941 -3.18773 1.42777  -0.184
C6 -0.40993 -2.26689 1.61802  -0.204
C7 -0.40466 -1.07010 0.92715  -0.197
H1 0.13256 3.49937 -2.04516  0.174
H2 -1.56736 3.50379 -1.55663  0.195
H3 -0.31873 4.03308 -0.41738  0.192
H4 2.46712 -1.49602 -0.81130  0.223
H5 2.44897 -3.60501 0.41090  0.219
H6 0.59778 -4.12620 1.96163  0.217
H7 -1.20794 -2.48698 2.31054  0.218
H8 -1.19372 -0.34948 1.07113  0.231
Cl2 -3.97098 3.30526 -0.31532  -0.286
H9 -2.90952 2.64979 -0.03434  0.285

Force components x, y, z for each atom (eV/Å):
-0.04 -0.09 0.02
1.18 -1.14 -0.20
-1.34 0.37 0.82
0.10 0.17 -0.14
0.16 0.46 -0.38
0.20 -0.05 -0.13
0.02 0.00 -0.01
-0.01 0.00 0.03
-0.05 -0.05 0.07
-0.11 0.16 -0.02
0.03 0.06 -0.04
0.13 0.18 -0.07
-0.09 0.08 -0.10
0.00 0.04 -0.06
0.06 -0.07 -0.01
-0.01 -0.07 0.07
-0.10 0.00 0.04
-0.15 0.07 0.06
-0.23 0.06 0.04
0.24 -0.18 0.03

***

What did the second record say?
DFT (wB97M-V/def2-TZVPD) results for a 2-piece molecular cluster, C7H9Cl2NSi overall in a non-equilibrium geometry.

Values from the calculation:
Total energy   -1536.8041 a.u.
Kohn-Sham gap   9.04 eV
Molecular weight   206.15 g/mol
Highest occupied orbital energy   -9.0472 eV
LUMO   -0.01 eV
SMILES   C/N=[Si](\Cl)c1ccccc1.Cl
Net charge   0

Last column: natural (NBO) charge in e.
Cartesian coordinates (Å):
C1 -0.54915 3.31636 -1.21132  -0.416
N1 -0.47718 1.97608 -0.66655  -1.133
Si1 0.63744 0.83142 -0.91087  1.725
Cl1 2.20194 0.85281 -2.21019  -0.371
C2 0.62224 -0.77645 0.03275  -0.467
C3 1.64806 -1.70209 -0.13641  -0.204
C4 1.64366 -2.90101 0.55559  -0.218
C5 0.60941 -3.18773 1.42777  -0.184
C6 -0.40993 -2.26689 1.61802  -0.204
C7 -0.40466 -1.07010 0.92715  -0.197
H1 0.13256 3.49937 -2.04516  0.174
H2 -1.56736 3.50379 -1.55663  0.195
H3 -0.31873 4.03308 -0.41738  0.192
H4 2.46712 -1.49602 -0.81130  0.223
H5 2.44897 -3.60501 0.41090  0.219
H6 0.59778 -4.12620 1.96163  0.217
H7 -1.20794 -2.48698 2.31054  0.218
H8 -1.19372 -0.34948 1.07113  0.231
Cl2 -3.97098 3.30526 -0.31532  -0.286
H9 -2.90952 2.64979 -0.03434  0.285

Force components x, y, z for each atom (eV/Å):
-0.04 -0.09 0.02
1.18 -1.14 -0.20
-1.34 0.37 0.82
0.10 0.17 -0.14
0.16 0.46 -0.38
0.20 -0.05 -0.13
0.02 0.00 -0.01
-0.01 0.00 0.03
-0.05 -0.05 0.07
-0.11 0.16 -0.02
0.03 0.06 -0.04
0.13 0.18 -0.07
-0.09 0.08 -0.10
0.00 0.04 -0.06
0.06 -0.07 -0.01
-0.01 -0.07 0.07
-0.10 0.00 0.04
-0.15 0.07 0.06
-0.23 0.06 0.04
0.24 -0.18 0.03

***

Which value of net charge does entry 1 give?
+4

***

Among the records above, which one has the lowest total energy?
C7H9Cl2NO4PrRu